A molecular structure, C26H34CoN8O6S. Source: OMol25; level of theory: ωB97M-V/def2-TZVPD.

Last column: Löwdin charge in e.
Atoms and positions in Å:
C1 3.70 2.22 -2.25  -0.03
C2 -0.60 -3.31 5.58  -0.02
N1 -0.99 -1.02 0.85  0.09
H1 -0.15 -5.19 7.32  0.10
N2 0.63 -4.56 7.23  0.12
H2 2.78 0.65 -7.67  0.09
H3 -5.53 2.23 -1.37  0.12
O1 -0.87 1.56 0.60  -0.04
C3 1.60 0.95 -3.02  -0.04
Co1 0.54 0.30 0.65  0.71
C4 -2.09 -0.37 0.11  -0.26
H4 -1.59 2.94 -1.34  0.12
O2 1.45 1.57 -0.71  0.02
H5 1.92 -0.41 5.93  0.11
H6 3.81 1.99 -7.17  0.08
H7 -1.73 -0.34 -0.92  0.11
C5 2.10 -0.40 2.41  -0.40
H8 -4.87 0.50 -0.02  0.10
H9 2.19 -2.43 7.31  0.12
N3 0.81 0.01 2.57  -0.13
H10 4.60 2.62 -2.71  0.08
C6 1.20 0.73 -1.61  -0.51
C7 2.39 1.36 -5.68  -0.25
C8 1.37 -2.36 6.60  -0.02
H11 4.09 2.35 -4.85  0.12
O3 -3.08 1.76 0.75  0.07
O4 0.56 1.41 4.66  -0.26
H12 -1.32 -4.11 5.50  0.11
H13 -0.78 -1.94 0.50  0.14
C9 -4.25 0.14 -2.04  -0.14
C10 2.79 1.66 -3.30  -0.18
C11 -0.48 -0.31 -3.91  -0.03
H14 -2.40 1.09 -2.48  0.12
C12 2.81 1.58 -7.11  -0.04
H15 3.53 -1.02 -0.50  0.13
S1 -0.01 0.31 3.96  0.65
H16 3.22 3.01 -1.68  0.09
H17 2.13 2.28 -7.60  0.09
N4 -2.50 3.33 -1.52  0.22
N5 2.30 -0.47 1.06  0.06
C13 1.22 0.69 -5.39  -0.01
H18 -5.41 -1.02 -0.69  0.12
H19 -0.84 -0.31 -2.88  0.03
H20 4.89 -1.49 3.55  0.12
C14 1.23 -1.23 5.83  -0.07
N6 3.00 -0.74 3.31  0.17
H21 -0.33 -1.36 -4.18  0.10
H22 -1.58 -2.08 4.14  0.11
N7 -3.32 1.27 -2.14  0.10
C15 -3.53 2.49 -1.64  -0.46
C16 4.42 -1.35 1.46  -0.03
H23 -2.67 4.21 -1.05  0.14
O5 0.57 -0.33 -1.23  -0.05
H24 -3.76 -1.24 1.16  0.13
C17 3.43 -0.96 0.58  -0.07
H25 4.01 1.46 -1.52  0.08
C18 0.18 -1.14 4.92  -0.31
O6 -1.38 0.35 3.48  -0.30
C19 -0.74 -2.18 4.81  -0.06
C20 0.81 0.46 -4.08  -0.18
H26 1.23 -4.52 8.03  0.10
H27 -3.82 -0.65 -2.66  0.13
H28 -1.21 -1.06 1.85  0.09
H29 -3.28 -2.07 -0.31  0.12
H30 -5.19 0.42 -2.54  0.12
C21 -3.43 -1.08 0.13  -0.11
C22 4.15 -1.21 2.82  -0.08
C23 3.16 1.83 -4.63  0.00
H31 -1.24 0.09 -4.58  0.09
C24 0.46 -3.42 6.49  -0.31
H32 5.36 -1.74 1.11  0.11
C25 -2.07 1.10 0.57  -0.57
C26 -4.55 -0.35 -0.62  -0.17
H33 0.60 0.31 -6.20  0.13
H34 -4.88 3.65 -0.69  0.14
N8 -4.77 2.89 -1.34  0.23

Summary:
* charge: +1
* total energy: -3681.52152 a.u.
* HOMO level (alpha / beta): -10.21 / -10.21 eV
* gap between HOMO and LUMO (alpha / beta): 6.9 / 7.0 eV
* LUMO level (alpha / beta): -3.278 / -3.200 eV
* multiplicity: 1